*one*
15
Properties=species:S:1:pos:R:3:nbo_charge:R:1 method="wB97M-V/def2-TZVPD" gap_ev="8.412 / 8.412" e_homo_ev="-8.83 / -8.83"
N 1.68115 1.50316 1.51536 -0.15
N 1.41739 0.43100 2.23660 -0.18
N 0.93772 1.57752 0.47512 0.03
N 0.22792 0.56002 0.15521 -0.26
C 0.61079 -0.43573 1.94689 0.28
C -0.68299 0.45036 -0.91441 -0.24
C 0.03820 0.69290 -2.33340 -0.59
C -0.06605 -1.55575 2.22628 -0.06
C -0.85343 -2.47920 2.21047 -0.11
H 0.42049 1.67658 -2.34347 0.22
H -0.84628 -0.63591 -0.88831 0.21
H -1.59514 1.09260 -0.95853 0.21
H -0.69808 0.30536 -2.99834 0.21
H -1.43000 -3.29962 2.08473 0.23
H 0.83830 0.11671 -2.41421 0.20

*two*
15
Properties=species:S:1:pos:R:3:nbo_charge:R:1 method="wB97M-V/def2-TZVPD" gap_ev=9.045 e_homo_ev=-8.24
N 1.44024 -1.39776 -1.35259 -0.38
N -1.41343 -0.93688 0.75550 -0.40
N 1.47184 -0.07455 -0.98667 -0.23
N -1.28278 0.39125 1.07319 -0.21
C -0.35927 -1.27913 -0.11087 -0.02
C -0.04517 2.38548 0.82460 -0.57
C 0.35036 -2.14559 -0.86019 -0.07
C -0.30130 1.04767 0.56381 0.07
C 0.36554 0.04373 -0.29520 0.08
H -2.43941 -1.50691 1.08329 0.44
H 1.95403 -1.91973 -2.06527 0.41
H 0.09464 3.01873 -0.05626 0.23
H -0.16724 -3.40844 -1.31887 0.23
H -0.84412 2.91247 1.21973 0.23
H 1.17606 2.86966 1.52579 0.17

It is *two* that is most stable; the runner-up trails by 20.9 kcal/mol.

*one*
10
Properties=species:S:1:pos:R:3:nbo_charge:R:1 method="wB97M-V/def2-TZVPD" gap_ev=8.302 e_homo_ev=-7.84
S 0.34339 -1.85217 1.45342 -0.74
N 0.40937 0.92124 0.53179 -0.76
N -0.07648 -0.28440 -1.33661 -0.78
C 0.03202 0.89076 -0.71271 0.35
H -0.93110 -1.80969 1.97759 0.13
H -0.24442 1.80715 -1.21692 0.19
H -0.62091 -0.25379 -2.17891 0.40
H 0.49162 1.81122 1.00081 0.39
H 0.14946 -1.12940 -0.79733 0.45
H 0.44704 -0.10092 1.27887 0.36

*two*
10
Properties=species:S:1:pos:R:3:nbo_charge:R:1 method="wB97M-V/def2-TZVPD" gap_ev=9.272 e_homo_ev=-9.13
S -2.29321 0.90927 0.82010 -0.32
N 1.86104 -1.86991 0.04496 -0.73
N 0.84251 0.22973 -0.68555 -0.85
C 0.82669 -1.15181 -0.44063 0.27
H -2.05162 2.49316 1.25032 0.18
H 1.60004 0.92948 -0.56669 0.41
H -0.26542 -1.55062 -0.48911 0.18
H -3.51000 0.94526 1.37205 0.14
H 2.88470 -1.40509 0.05667 0.34
H 0.10527 0.47052 -1.36213 0.38

It is *one* that is most stable; the runner-up trails by 32.2 kcal/mol.

*one*
57
Properties=species:S:1:pos:R:3:nbo_charge:R:1 method="wB97M-V/def2-TZVPD" gap_ev=8.390 e_homo_ev=-7.79
S -4.72193 -0.25185 -1.41906 2.31
O -5.54508 -1.41617 -1.29346 -0.93
O -1.26976 1.39734 -0.44481 -0.65
O 8.91507 0.37081 0.38162 -0.49
O -4.83318 0.54304 -2.60240 -0.93
N 3.39320 0.22203 -0.36953 -0.45
N -3.09516 -0.71297 -1.35216 -0.86
N 0.60021 0.16272 -0.64570 -0.43
C 1.36520 1.27413 -1.16822 -0.23
C 1.35241 -1.06792 -0.63284 -0.22
C -3.28160 -2.30352 0.44625 -0.27
C 2.64279 1.45791 -0.34417 -0.22
C -4.87870 2.26638 2.33783 -0.18
C 9.73224 -0.71654 0.02834 -0.25
C -0.91346 -1.38363 1.54748 -0.17
C 5.54818 -0.85189 -0.49321 -0.17
C -0.68225 0.33562 -0.27037 0.67
C -4.34878 2.79560 1.17119 -0.21
C 2.62638 -0.86980 0.19297 -0.21
C -4.86350 0.76171 0.04498 -0.27
C 6.92100 -0.85650 -0.33145 -0.31
C 4.77391 0.25084 -0.13713 0.13
C 5.43298 1.36563 0.38408 -0.24
C -5.40608 0.98453 2.35355 -0.22
C 6.80332 1.37074 0.53533 -0.24
C -1.61714 -2.39352 2.17634 -0.24
C -4.33652 2.03712 0.01277 -0.19
C -2.59211 -1.26791 -0.18054 0.25
C 7.56772 0.26049 0.18397 0.28
C -2.79698 -2.85703 1.61494 -0.17
C -5.39692 0.22136 1.19744 -0.21
C -1.38011 -0.82248 0.36418 -0.20
H 7.47374 -1.73586 -0.62258 0.22
H 9.66196 -0.94329 -1.04078 0.17
H -5.81940 0.57861 3.26443 0.22
H 3.21852 -1.78349 0.18520 0.22
H 2.36959 1.75542 0.68235 0.17
H -5.80183 -0.77740 1.16942 0.24
H 0.74006 2.16687 -1.12099 0.25
H 1.63670 -1.31021 -1.66447 0.20
H 2.34585 -0.64959 1.23813 0.17
H 10.75016 -0.40946 0.26352 0.20
H 1.63322 1.06977 -2.21061 0.20
H 0.74843 -1.88033 -0.23090 0.23
H 9.48365 -1.61303 0.60640 0.17
H -3.93907 3.79369 1.16457 0.22
H -1.24718 -2.81636 3.09776 0.22
H -4.20104 -2.64826 0.00285 0.25
H -2.54232 0.05589 -1.70807 0.42
H -3.92654 2.41649 -0.90873 0.24
H -0.00229 -1.00527 1.98818 0.21
H 4.87744 2.23933 0.68624 0.21
H -4.88194 2.85750 3.24178 0.22
H -3.34547 -3.65359 2.09452 0.22
H 3.23986 2.24913 -0.79827 0.22
H 5.07457 -1.72273 -0.92106 0.20
H 7.30863 2.23432 0.93800 0.22

*two*
57
Properties=species:S:1:pos:R:3:nbo_charge:R:1 method="wB97M-V/def2-TZVPD" gap_ev=8.616 e_homo_ev=-8.02
S 1.07834 -1.89181 1.27012 2.30
O 1.70667 -2.97842 1.96327 -0.93
O 0.52123 -2.18929 -0.02123 -0.95
O 0.53344 1.01797 -0.69337 -0.64
O -4.27409 1.78896 -5.49943 -0.60
N 0.99330 -0.54782 -2.28323 -0.58
N 2.21692 -0.66876 1.00567 -0.69
N -3.19326 -0.16549 -5.96835 -0.60
C 2.36963 2.48862 2.93575 -0.20
C 2.56167 0.62409 4.40970 -0.15
C 2.47699 -0.34840 -0.37759 -0.30
C -1.28775 -1.28603 -5.05400 -0.24
C -1.69769 0.58820 2.84132 -0.20
C 2.49132 2.00029 4.22904 -0.03
C -0.13965 -1.14587 2.35448 -0.25
C -0.25950 -1.38263 -4.14116 -0.21
C 2.50144 -0.23813 3.33394 -0.28
C 2.34736 0.26182 2.04229 0.21
C -1.28619 -1.15390 4.44666 -0.22
C -0.08752 -0.40530 -3.16323 0.12
C 2.47537 2.92790 5.40992 -0.42
C -4.15608 0.78388 -6.16003 0.68
C -5.07676 0.43535 -7.31390 -0.71
C -2.17039 -0.20747 -5.01512 0.14
C -1.93917 0.01158 4.07801 -0.19
C 2.29244 1.63734 1.84877 -0.26
C -0.96689 0.67197 -3.12532 -0.17
C 1.04150 3.11405 5.91122 -0.59
C -1.99816 0.76938 -4.03942 -0.25
C -0.37826 -1.73790 3.57946 -0.21
C -0.79281 0.00749 1.96729 -0.22
C 1.21600 0.10923 -1.12256 0.69
H -0.84713 1.43227 -2.37293 0.24
H 0.42017 3.53751 5.12544 0.21
H 2.88778 3.89853 5.12837 0.21
H 3.08758 2.51621 6.21466 0.21
H 0.15488 -2.64028 3.83341 0.24
H -5.82106 1.21839 -7.42323 0.24
H -1.41010 -2.05452 -5.80491 0.21
H 2.56923 -1.30504 3.47323 0.24
H 2.31664 3.55552 2.77250 0.21
H 2.90038 -1.24344 -0.84132 0.21
H -1.47917 -1.60447 5.40847 0.22
H 2.67024 0.22203 5.40672 0.20
H -2.20989 1.49380 2.55521 0.22
H -0.58885 0.45163 1.00611 0.26
H 3.21829 0.45487 -0.41027 0.24
H 0.41402 -2.22677 -4.18030 0.21
H 2.15182 2.04311 0.85970 0.23
H -2.64027 0.47234 4.75813 0.22
H -2.67483 1.60610 -4.00179 0.26
H -5.57904 -0.51067 -7.12222 0.23
H -3.20567 -0.95605 -6.59828 0.39
H 0.61622 2.15555 6.20068 0.20
H -4.50814 0.35172 -8.23787 0.23
H 1.02014 3.78029 6.77065 0.21
H 1.53242 -1.38911 -2.43379 0.40

It is *two* that is most stable; the runner-up trails by 24.9 kcal/mol.